1.
ORCA calculation (the ωB97M-V functional and the def2-TZVPD basis) on the molecule CH3F.

For the frontier orbital gap, the calculation gives 13.1443 eV. For the LUMO energy, the calculation gives 1.129 eV. Its relative energy (zero: lowest compared OMol25 entry of this formula, charge and spin) is 23.5 kcal per mole. As for the SMILES: CF.

Each line ends with the Mulliken charge.
Cartesian coordinates (Å):
C  0.14  -0.01  -0.02  -0.2316
F  -1.28  0.04  0.05  -0.2832
H  0.49  1.19  -0.21  0.1542
H  0.61  -0.39  0.87  0.1911
H  0.04  -0.84  -0.69  0.1695

---

2.
ORCA calculation (the ωB97M-V functional and the def2-TZVPD basis) on a 3-piece molecular cluster, CH3F2N overall.

For the frontier orbital gap, the calculation gives 10.1561 eV. For the LUMO energy, the calculation gives 0.322 eV. Its relative energy (zero: lowest compared OMol25 entry of this formula, charge and spin) is 128.9 kcal per mole.

Each line ends with the Mulliken charge.
Cartesian coordinates (Å):
C  0.11  0.08  0.95  0.0800
N  -1.00  0.19  0.50  0.0458
F  0.53  1.01  1.75  -0.1760
F  -2.21  0.96  0.83  -0.2647
H  2.09  -1.43  1.42  0.0731
H  1.98  -0.93  0.73  -0.0168
H  -1.35  -0.59  -0.02  0.2584